Entry from the OMol25 dataset: a 2-piece molecular cluster, H4O2 overall at a distorted geometry (the ωB97M-V functional and the def2-TZVPD basis).

E_tot, Eh: -152.86569
Highest occupied orbital energy, eV: -11.6
Relative energy (zero: lowest compared OMol25 entry of this formula, charge and spin), kcal per mole: 5.8
Multiplicity: 1
HOMO-LUMO gap, Ha: 0.44787

Cartesian coordinates (Å):
O (-2.34, 0.81, -1.07)
O (2.57, -0.94, 0.88)
H (2.38, -1.88, 0.66)
H (1.68, -0.52, 0.97)
H (-2.47, 0.94, -0.10)
H (-1.82, 1.59, -1.35)